No. 1
Formula: C3H2FNO2
Source: the Open Molecules 2025 dataset
Level of theory: the ωB97M-V functional and the def2-TZVPD basis

Geometry as XYZ:
```
9
Properties=species:S:1:pos:R:3:forces:R:3
C 0.36063 1.40644 -1.37478 0.70 0.00 -0.09
C 1.12273 -0.27003 0.95447 0.45 0.57 -0.70
C -0.98519 -0.24256 -0.31286 0.96 0.19 -1.03
N -0.17963 -0.55818 0.80366 -2.39 -0.57 1.55
O -2.15801 -0.41485 -0.45976 1.81 0.29 0.43
O -0.05670 0.17393 -1.29316 -1.35 -0.81 -0.27
F 1.48951 -0.42221 2.21156 -0.73 -0.43 0.03
H 1.23616 1.23826 -2.06634 -0.48 0.51 0.07
H -0.82950 -0.91080 1.53722 1.03 0.24 0.00
```
Forces are in eV/Å.

Values from the calculation:
HOMO energy   -9.3 eV
ΔE to the lowest compared entry with this formula, charge and spin   430.30 kJ/mol
Max |F|   2.90 eV/A
Kohn-Sham gap   9.0455 eV
Molar mass   103.1 g mol⁻¹

***

No. 2
Formula: C3H2FNO2S2
Source: the Open Molecules 2025 dataset
Level of theory: the ωB97M-V functional and the def2-TZVPD basis

Geometry as XYZ:
```
11
Properties=species:S:1:pos:R:3:forces:R:3
C 0.83939 0.82358 -1.20753 0.96 0.25 -0.42
C -1.13287 1.12100 -2.16230 -0.18 -0.47 1.87
C 0.03445 0.13630 -0.38809 0.21 -0.11 1.00
N 0.10048 1.39651 -2.21590 1.72 0.10 -0.81
O 0.01553 -0.36251 3.45626 0.82 -0.13 -0.53
O -0.60978 -2.44197 2.36049 -0.13 -1.21 -0.52
F 1.92455 -1.94805 2.65846 -2.58 0.87 -0.26
S -1.62540 0.25711 -0.73731 -0.02 -0.40 -0.37
S 0.28579 -1.35122 2.44522 1.83 0.72 0.88
H 1.93003 0.95536 -1.29452 -0.78 -0.30 0.63
H -1.76216 1.41389 -2.91478 -1.86 0.69 -1.46
```
Forces are in eV/Å.

Values from the calculation:
HOMO energy (alpha / beta)   -10.1 / -10.2 eV
ΔE to the lowest compared entry with this formula, charge and spin   10.72 kJ/mol
Max |F|   2.74 eV/A
Kohn-Sham gap (alpha / beta)   7.9186 / 6.5572 eV
Molar mass   167.2 g mol⁻¹

***

No. 3
Formula: C3H2FNOS
Source: the Open Molecules 2025 dataset
Level of theory: the ωB97M-V functional and the def2-TZVPD basis

Geometry as XYZ:
```
9
Properties=species:S:1:pos:R:3:forces:R:3
C 0.60441 -0.25096 -0.28779 -1.20 2.30 -0.03
C -1.45322 0.39333 0.25129 1.01 -2.72 2.41
C 0.23274 -0.67085 0.94133 -1.17 -1.62 0.98
H 1.67243 1.17291 -1.90497 -0.50 0.04 0.24
H -2.40575 0.71417 -0.10050 -0.61 0.43 0.55
N -1.09595 -0.36449 1.31819 1.07 1.60 -3.14
O -0.52712 0.47586 -0.66836 1.13 0.43 -1.69
F 0.88677 -1.58338 1.65448 0.14 0.56 0.25
S 2.08570 0.11341 -1.20368 0.14 -1.01 0.42
```
Forces are in eV/Å.

Values from the calculation:
HOMO energy   -8.9 eV
ΔE to the lowest compared entry with this formula, charge and spin   65.27 kJ/mol
Max |F|   3.78 eV/A
Kohn-Sham gap   9.3928 eV
Molar mass   119.1 g mol⁻¹

***

No. 4
Formula: C3H2FO2
Source: the Open Molecules 2025 dataset
Level of theory: the ωB97M-V functional and the def2-TZVPD basis

Geometry as XYZ:
```
8
Properties=species:S:1:pos:R:3:forces:R:3
C 0.35406 -0.04881 -0.74758 -0.48 2.59 -0.09
C 1.24210 -0.46095 0.23743 0.39 -3.20 -0.79
O 1.27329 -1.51965 0.85034 0.28 0.67 0.53
F 2.48531 0.21552 0.17783 -0.56 0.38 0.63
C -0.82074 0.55422 -0.58025 0.97 -0.39 -0.98
O -1.73319 0.39807 0.45105 -0.61 0.43 1.05
H -1.20785 1.31732 -1.26395 -0.43 -0.62 -0.26
H -1.59299 -0.45573 0.87513 0.42 0.14 -0.08
```
Forces are in eV/Å.

Values from the calculation:
HOMO energy   -2.6 eV
ΔE to the lowest compared entry with this formula, charge and spin   209.39 kJ/mol
Max |F|   3.32 eV/A
Kohn-Sham gap   6.7622 eV
Charge   -1
Molar mass   89.0 g mol⁻¹

***

No. 5
Formula: C3H2FTb
Source: the Open Molecules 2025 dataset
Level of theory: the ωB97M-V functional and the def2-TZVPD basis

Geometry as XYZ:
```
7
Properties=species:S:1:pos:R:3:forces:R:3
C -1.76638 0.18877 -0.75885 8.63 -0.56 2.46
C -0.35810 0.23639 -0.52833 -6.34 -1.33 0.09
C 1.23773 0.04158 -0.06691 -3.79 -2.59 -3.13
F 1.30199 -1.07958 0.94295 -0.49 2.68 -1.21
H -2.90921 -0.15474 -0.72564 2.72 1.10 -0.43
H 1.85675 -0.28391 -1.03375 -0.81 1.13 2.36
Tb 0.63722 1.05150 2.17053 0.08 -0.42 -0.14
```
Forces are in eV/Å.

Values from the calculation:
HOMO energy (alpha / beta)   -19.2 / -18.6 eV
Max |F|   8.99 eV/A
Kohn-Sham gap (alpha / beta)   8.7821 / 6.4303 eV
Spin multiplicity   7
Charge   +2
Molar mass   216.0 g mol⁻¹

***

No. 6
Formula: C3H2HgLiMgO3
Source: the Open Molecules 2025 dataset
Level of theory: the ωB97M-V functional and the def2-TZVPD basis

Geometry as XYZ:
```
11
Properties=species:S:1:pos:R:3:forces:R:3
C -0.38953 -0.99022 0.38272 2.68 2.88 -1.85
C 0.45885 0.12633 -0.26619 -1.08 -3.87 2.14
O 0.06843 -2.10639 0.62400 -1.70 -0.42 -1.17
H -1.40564 -0.67052 0.61401 -0.73 -0.09 0.16
H 1.53558 0.11614 -0.09137 -0.01 0.00 -0.41
Li -0.07591 -3.80554 -0.21652 0.22 0.05 0.34
Hg 1.88932 -2.63730 2.07646 1.48 -0.50 1.20
O -0.15585 1.03290 -0.92112 -1.17 -1.48 2.16
C -0.15842 2.83725 -1.31611 -2.19 1.24 -3.82
O 0.01380 3.85091 -0.90465 2.02 3.15 2.16
Mg -1.78065 2.24644 0.01878 0.48 -0.94 -0.92
```
Forces are in eV/Å.

Values from the calculation:
HOMO energy (alpha / beta)   -14.4 / -14.5 eV
ΔE to the lowest compared entry with this formula, charge and spin   23.71 kJ/mol
Max |F|   4.57 eV/A
Kohn-Sham gap (alpha / beta)   3.6779 / 3.8431 eV
Spin multiplicity   2
Charge   +2
Molar mass   317.9 g mol⁻¹